Version P
Below is C5H6N2 as an isolated structure, with properties calculated with the ωB97M-V functional and the def2-TZVPD basis.

Geometry as XYZ:
```
13
Properties=species:S:1:pos:R:3:mulliken_charge:R:1
N -0.486 0.272 -0.726 -0.308
N 1.047 0.658 0.919 -0.372
C -1.495 -0.550 -0.353 -0.173
C 1.241 -0.375 -0.084 0.009
C 1.916 -1.241 -0.669 -0.534
C 0.048 1.467 0.339 -0.334
C -2.336 -1.258 0.129 -0.340
H 0.738 0.234 1.787 0.314
H -0.287 0.288 -1.719 0.379
H 2.933 -1.537 -0.793 0.314
H -3.027 -1.957 0.514 0.438
H 0.457 2.206 -0.350 0.281
H -0.749 1.793 1.005 0.328
```

**HOMO energy**: -7.88 eV


Version Q
Below is one molecule with the formula C5H6N2, with properties calculated with the ωB97M-V functional and the def2-TZVPD basis.

Geometry as XYZ:
```
13
Properties=species:S:1:pos:R:3:mulliken_charge:R:1
N 0.419 -0.344 0.409 0.179
N -0.375 0.684 -1.387 -0.689
C 1.444 -0.489 -0.568 -0.206
C -0.150 -0.391 1.773 -0.471
C -1.564 0.167 0.979 -0.682
C -0.665 0.178 -0.165 0.356
C 0.976 0.302 -1.545 -0.397
H 1.415 0.460 -2.430 0.511
H -1.815 1.062 1.346 0.269
H 0.190 0.521 2.331 0.285
H -0.300 -1.369 2.312 0.300
H 2.383 -1.215 -0.576 0.279
H -2.425 -0.436 1.017 0.267
```

**HOMO energy**: -8.72 eV
**SMILES**: c1cn2c(n1)CC2


Version R
Below is one molecule with the formula C5H6N2, with properties calculated with the ωB97M-V functional and the def2-TZVPD basis.

Geometry as XYZ:
```
13
Properties=species:S:1:pos:R:3:mulliken_charge:R:1
N -0.961 1.178 -0.343 -0.010
N 1.337 -0.556 -0.362 0.024
C 0.280 1.384 0.440 -0.724
C -1.064 -1.098 0.118 -0.309
C 1.435 0.746 -0.287 -0.338
C 0.263 -1.458 0.061 -0.596
C -1.646 0.053 -0.353 -0.212
H 0.459 -2.450 0.038 0.439
H 0.576 2.308 0.772 0.388
H 0.170 0.882 1.337 0.408
H 2.031 -1.098 -0.861 0.254
H -1.671 -1.895 0.320 0.424
H -1.209 2.004 -0.880 0.251
```

**HOMO energy**: -7.97 eV


Version S
Below is one molecule with the formula C5H6N2, with properties calculated with the ωB97M-V functional and the def2-TZVPD basis.

Geometry as XYZ:
```
13
Properties=species:S:1:pos:R:3:mulliken_charge:R:1
N -0.379 2.190 0.785 -0.429
N 0.877 1.493 0.771 -0.484
C 0.672 0.317 0.226 0.598
C -0.767 0.176 -0.193 0.894
C -1.333 -0.920 -0.712 -0.800
C 1.696 -0.721 0.128 -1.213
C -1.242 1.486 0.240 -0.554
H -0.789 -1.840 -0.816 0.276
H -2.212 1.887 0.105 0.472
H 2.610 -0.307 0.420 0.353
H 1.856 -1.235 -0.831 0.333
H -2.430 -1.004 -0.975 0.260
H 1.442 -1.522 0.851 0.294
```

**HOMO energy**: -9.93 eV
**SMILES**: C=C1C=NN=C1C


Stability summary: most stable version S, least stable version P.


Version P
Below is a 10-piece molecular cluster, H20O10 overall, with properties calculated with the ωB97M-V functional and the def2-TZVPD basis.

Geometry as XYZ:
```
30
Properties=species:S:1:pos:R:3:mulliken_charge:R:1
O 5.563 -18.339 -21.420 -0.702
O 8.356 -14.126 -16.309 -0.669
O 6.219 -17.911 -16.905 -0.684
O 9.744 -15.304 -20.435 -0.595
O 8.101 -17.269 -21.849 -0.654
O 11.380 -18.195 -20.639 -0.617
O 10.855 -14.672 -17.865 -0.637
O 8.708 -18.115 -19.084 -0.614
O 9.890 -19.939 -17.050 -0.612
O 4.614 -19.283 -18.898 -0.690
H 10.157 -14.587 -17.200 0.352
H 4.789 -17.813 -21.644 0.291
H 11.369 -17.460 -21.257 0.319
H 6.296 -18.745 -16.423 0.348
H 8.639 -14.318 -15.407 0.336
H 9.744 -14.511 -20.980 0.272
H 7.991 -16.844 -22.706 0.278
H 8.288 -17.550 -18.424 0.273
H 10.565 -18.087 -20.130 0.308
H 7.200 -17.569 -21.614 0.377
H 9.761 -19.631 -16.149 0.299
H 3.716 -19.055 -18.639 0.316
H 7.719 -14.817 -16.521 0.307
H 10.453 -15.105 -18.635 0.347
H 9.460 -19.281 -17.617 0.367
H 5.307 -18.834 -20.620 0.372
H 5.207 -18.740 -18.338 0.417
H 9.174 -15.935 -20.907 0.352
H 5.401 -17.513 -16.583 0.303
H 8.138 -18.045 -19.859 0.239
```

**HOMO energy**: -10.02 eV
**SMILES**: O.O.O.O.O.O.O.O.O.O


Version Q
Below is a 10-piece molecular cluster, H20O10 overall, with properties calculated with the ωB97M-V functional and the def2-TZVPD basis.

Geometry as XYZ:
```
30
Properties=species:S:1:pos:R:3:mulliken_charge:R:1
O -1.918 -2.310 0.569 -0.647
O 3.031 3.437 -1.227 -0.616
O -1.631 -1.939 -2.482 -0.573
O 2.401 0.710 -0.621 -0.717
O -1.238 1.812 -2.828 -0.626
O -0.431 0.970 -0.256 -0.688
O -2.161 1.896 1.921 -0.639
O -1.260 -1.221 3.088 -0.634
O 0.971 -1.903 -1.429 -0.599
O 0.734 0.733 3.140 -0.581
H -2.631 -2.945 0.462 0.286
H -1.763 -2.887 -2.560 0.309
H -0.551 0.410 0.516 0.195
H -1.269 -2.057 3.561 0.276
H 0.529 1.011 -0.375 0.449
H -1.564 1.680 1.194 0.351
H 2.977 -0.024 -0.387 0.265
H 2.101 0.520 -1.517 0.320
H 1.399 -1.473 -2.175 0.279
H 3.822 3.525 -1.765 0.304
H 1.654 0.663 3.407 0.278
H 0.421 -0.177 3.033 0.335
H -1.409 -1.456 2.158 0.396
H -1.805 1.429 2.684 0.324
H -1.164 -2.705 0.121 0.309
H 1.659 -2.021 -0.769 0.279
H -0.952 1.543 -1.944 0.393
H -2.153 2.080 -2.713 0.314
H 3.053 2.534 -0.886 0.351
H -0.850 -1.836 -1.921 0.305
```

**HOMO energy**: -10.37 eV
**SMILES**: O.O.O.O.O.O.O.O.O.O


Stability summary: most stable version P, least stable version Q.